Record 1
Formula: C54H46BrFNO7
Source: OMol25
Level of theory: ωB97M-V with the def2-TZVPD basis set

E in hartree: -5340.62848
⟨S²⟩: 0.75
Frontier orbital gap (spin up / spin down) in eV: 8.00 / 8.51
HOMO energy (spin up / spin down) in eV: -9.138 / -9.650

Geometry as ORCA input:
```
! wB97M-V def2-TZVPD RIJCOSX def2/J DEFGRID3
* xyz 0 2
Br -3.0732 -2.7679 2.9254
F -4.2301 -2.6463 8.0798
O 0.2566 -5.0317 6.0730
O -0.5718 5.6282 -1.6149
O -0.2914 -2.7803 -3.2636
O -1.3303 -5.6539 -7.6395
O -0.3693 10.2038 -4.3583
O 3.6060 4.1240 -1.2799
O 3.1206 0.0775 2.1674
N 0.1350 -4.8286 4.7821
C 4.2218 2.0803 1.6209
C -1.7665 7.4256 -2.5427
C -2.7392 -0.9426 7.3623
C -3.5882 -2.7023 5.7399
C -0.4557 -3.6637 -6.7503
C -0.4125 9.1756 -3.7093
C -2.4383 -4.8013 4.8875
C -2.2720 -6.4314 -2.8025
C -3.1490 -2.4671 7.2168
C -1.2357 -4.7353 -4.1601
C 5.3139 4.1192 0.9322
C 0.8317 8.4471 -3.3624
C 0.4972 -1.9256 -8.1161
C -1.5982 -5.2233 -2.9068
C 1.3964 -2.8351 5.4154
C 1.5758 -0.0316 -0.1547
C 0.1961 -3.3813 4.5214
C -1.5314 -5.4738 -5.3069
C 5.9410 3.0511 2.9976
C -4.1066 8.8257 -3.0904
C -1.2619 -5.8249 2.8599
C -0.0959 -3.1749 -8.0037
C 4.3671 3.1236 0.7055
C 2.5625 2.0832 -0.7690
C 0.6426 -3.0074 3.0441
C -2.8850 9.3322 -3.5106
C -2.4603 -3.2303 4.7902
C 0.8098 -0.0083 -1.3117
C 3.2342 8.3048 -3.4142
C 3.2518 0.9864 1.3695
C -0.5231 6.6869 -2.2135
C -4.1628 7.6129 -2.4090
C -2.5879 -7.1566 -3.9482
C 5.0037 2.0531 2.7729
C 0.7799 7.2648 -2.6214
C 1.9594 6.6164 -2.2640
C 0.9080 1.0663 -2.1916
C -1.0611 -2.5422 4.9604
C 2.4503 1.0159 0.1233
C -0.5528 -3.4231 -4.2635
C 2.0620 8.9589 -3.7671
C -1.1052 -6.9246 5.1041
C 0.3889 -1.6486 -5.7259
C -1.1206 -4.9852 -6.6456
C 3.1833 7.1387 -2.6549
C -0.2020 -2.9044 -5.6073
C -2.9962 6.9139 -2.1350
C 0.7331 -1.1594 -6.9779
C -2.2137 -6.6825 -5.1974
C -1.7114 8.6315 -3.2428
C 3.5170 3.1855 -0.5083
C 6.1026 4.0792 2.0730
C -1.1214 -5.4972 4.3880
C 1.7820 2.1100 -1.9224
H 4.8844 1.2522 3.4915
H -0.0916 -7.3660 5.1374
H -1.6408 -0.8108 7.4785
H -1.0780 -1.6373 4.3073
H -5.1178 7.2152 -2.0877
H 1.9261 5.7075 -1.6788
H -1.6373 -6.9135 6.0732
H -1.3783 -4.9386 2.2044
H -2.4565 -7.2516 -6.0857
H 5.4387 4.9230 0.2179
H 4.1905 8.7067 -3.7264
H -3.1249 -8.0937 -3.8659
H -3.2558 -5.1766 4.2249
H -0.3017 -6.3151 2.5514
H -2.8462 10.2740 -4.0431
H 0.3654 -3.7713 2.2930
H -4.0819 -1.8100 5.2920
H 6.8433 4.8509 2.2438
H 1.7614 -2.9808 3.0557
H 4.0985 6.6349 -2.3691
H 1.4940 -0.8676 0.5287
H 0.3357 -1.9750 2.7689
H 1.8583 2.9418 -2.6115
H 1.1880 -0.1804 -7.0681
H -2.5570 -6.8073 -1.8273
H -3.0311 -0.3518 6.4614
H -5.0175 9.3749 -3.2955
H -2.7188 -5.1127 5.9190
H 6.5513 3.0261 3.8922
H -1.3590 -4.6593 -2.0142
H 0.3041 1.0872 -3.0908
H 0.1338 -0.8267 -1.5289
H -0.8559 -2.1516 5.9825
H -4.3881 -3.4875 5.7624
H 2.1057 9.8683 -4.3530
H -3.2325 -0.4580 8.2303
H -0.2821 -3.7660 -8.8913
H 0.7729 -1.5456 -9.0922
H 2.2238 -3.5800 5.3745
H -3.0429 5.9734 -1.6007
H -2.2653 -3.0702 7.5239
H 1.1097 -2.6921 6.4739
H -1.7085 -7.5902 4.4327
H 0.5774 -1.0508 -4.8430
H 1.7913 -1.9008 4.9469
H -2.0941 -6.5266 2.6557
*
```


Record 2
Formula: C25H32Br2N2OS7SiTa
Source: OMol25
Level of theory: ωB97M-V with the def2-TZVPD basis set

E in hartree: -9438.44658
ΔE to the lowest compared entry with this formula, charge and spin in kcal per mole: 12.7
Frontier orbital gap in eV: 6.81
HOMO energy in eV: -10.738

Geometry as ORCA input:
```
! wB97M-V def2-TZVPD RIJCOSX def2/J DEFGRID3
* xyz 1 1
Ta -0.6260 0.6743 0.7583
Br -3.3090 -6.6152 0.7918
Br -4.9484 -1.2485 0.8627
S -1.1623 3.0973 3.4293
S -3.0629 1.8593 0.2805
S -0.9084 3.6916 -1.6623
S -1.2408 0.0617 2.9738
S -0.1816 2.9483 1.6185
S -0.3968 1.4078 4.3019
S -1.1381 0.2903 -1.9706
Si 2.4525 0.6295 -0.9905
O -1.9522 -0.7513 0.5283
N 0.0737 -2.5362 0.4129
N 1.3109 0.5897 0.4182
C 2.7892 1.7251 2.0434
C -2.9417 0.2098 -2.0100
C 2.4666 -2.8748 0.2589
C -3.7248 1.3261 -1.3210
C -3.1014 3.6577 0.1339
C -3.8518 -3.8622 0.7798
C -1.1950 -3.0171 0.5224
C 2.7636 -0.5008 3.6972
C -3.5404 -2.4919 0.7234
C 3.5269 1.7218 3.2135
C -2.2461 -2.0570 0.5849
C -2.8531 -4.7870 0.7151
C -1.4971 -4.3919 0.5922
C -2.5283 4.3022 -1.1255
C 2.4808 2.3500 -1.7083
C -0.4041 -5.2895 0.5424
C -0.7284 1.4524 -3.2967
C 2.0320 -0.5083 2.5164
C 1.0670 -3.3966 0.3741
C 3.5162 0.6087 4.0451
C 4.1816 0.2449 -0.4062
C 1.9329 -0.6662 -2.2475
C -1.3152 2.8555 -3.2193
C 0.8569 -4.7977 0.4379
C 2.0444 0.6037 1.6839
H 1.4420 -1.3708 2.2431
H 4.6527 1.1104 0.0596
H -2.3952 2.8311 -3.3458
H 0.3587 1.4917 -3.2894
H 4.7776 -0.0279 -1.2815
H 2.9741 3.0397 -1.0199
H 1.7112 -5.4601 0.3980
H 3.0568 2.3519 -2.6380
H -2.4252 5.3692 -0.9285
H -4.7382 0.9646 -1.1491
H -3.2300 0.1539 -3.0612
H -0.5862 -6.3539 0.5912
H 4.1053 2.5959 3.4821
H -2.5633 3.9920 1.0170
H 1.4967 2.7612 -1.9140
H 4.2359 -0.5783 0.3065
H 1.5753 -0.2438 -3.1886
H -3.1839 -0.7505 -1.5600
H -1.0255 0.9712 -4.2303
H -3.7910 2.2083 -1.9489
H 1.1686 -1.3430 -1.8642
H -4.1427 3.9600 0.2578
H 2.7775 2.6024 1.4086
H 4.0892 0.6123 4.9626
H -3.2145 4.2186 -1.9669
H 2.8120 -1.2670 -2.4919
H -0.9119 3.4306 -4.0536
H 2.7430 -1.3693 4.3427
H 3.0692 -3.2026 1.1087
H -4.8827 -4.1684 0.8814
H 2.4587 -1.7915 0.2360
H 2.9446 -3.2532 -0.6464
*
```


Record 3
Formula: C4H7NO3
Source: OMol25
Level of theory: ωB97M-V with the def2-TZVPD basis set

E in hartree: -436.93129
Structure (SMILES): CO/C(=C\N)C(=O)O
ΔE to the lowest compared entry with this formula, charge and spin in kcal per mole: 133.1
Frontier orbital gap in eV: 8.74
HOMO energy in eV: -8.811

Geometry as ORCA input:
```
! wB97M-V def2-TZVPD RIJCOSX def2/J DEFGRID3
* xyz 0 1
O -2.3401 0.2303 -1.4714
O -2.0963 1.9826 -0.2255
O 0.2432 -0.9800 -0.4899
N 2.1726 0.4764 0.4794
C -0.2332 -1.9851 0.2897
C -1.6103 0.7432 -0.6218
C 0.9658 1.2242 -0.0116
C -0.2293 0.3672 -0.2651
H 3.1882 0.7689 0.0388
H -1.6738 2.3164 0.5054
H 0.5214 -2.7132 0.1253
H -1.5227 -2.3066 0.2779
H 1.8413 -0.5303 0.4091
H -0.1234 -2.0234 1.3070
H 0.8966 2.4293 -0.3473
*
```


Record 4
Formula: C24H36N8O2Pd
Source: OMol25
Level of theory: ωB97M-V with the def2-TZVPD basis set

E in hartree: -1652.47992
⟨S²⟩: 2.02
Frontier orbital gap (spin up / spin down) in eV: 7.01 / 6.42
HOMO energy (spin up / spin down) in eV: -6.307 / -6.482

Geometry as ORCA input:
```
! wB97M-V def2-TZVPD RIJCOSX def2/J DEFGRID3
* xyz 0 3
Pd 0.2613 0.0122 0.6123
O 0.4813 0.7326 -1.3157
O 0.5153 -0.7140 2.5669
N -1.4496 -1.4852 0.4450
N 2.2807 -0.0436 0.4389
N -2.2335 3.5896 -0.2320
N -0.4910 3.5186 1.1636
N -1.4990 1.4642 0.6790
N -2.5793 -3.6112 0.6701
N -0.4286 -3.5494 0.0755
N 2.6461 0.0111 -0.8726
C 4.6172 0.2839 1.0024
C 1.9090 0.1489 -3.1306
C 1.3081 -0.1840 4.7367
C -3.6317 3.4108 -0.5728
C 0.7861 -3.0265 -0.5099
C 1.5207 -0.3364 3.2413
C 2.3429 -0.1321 -5.8793
C -2.6375 -0.6956 0.7228
C 0.8384 0.1379 -4.0242
C 3.1914 0.0331 1.3965
C 3.2034 0.0179 -3.6352
C -1.4434 2.7393 0.5299
C -0.4201 4.8177 0.5254
C 0.7416 2.9742 1.6917
C -0.8350 -4.9117 -0.1855
C 3.4155 -0.1159 -4.9964
C -1.4950 -2.7704 0.4329
C 1.6410 0.3000 -1.6797
C 2.8133 -0.0791 2.7438
C -1.8376 4.9708 0.0117
C -2.1427 -5.0006 0.5861
C -3.6264 -3.3459 1.6487
C -2.5462 0.6707 0.0589
C 1.0523 -0.0078 -5.3848
H -3.5342 1.1225 0.1646
H 0.3046 4.8167 -0.2999
H 0.5196 2.1268 2.3345
H 1.7550 -1.0198 5.2786
H 4.6848 1.1917 0.4025
H 1.2884 -2.3747 0.1996
H -0.0877 -5.6162 0.1802
H -2.8946 -5.6078 0.0817
H 5.2596 0.3748 1.8761
H -3.7790 2.5662 -1.2393
H -4.5053 -2.8972 1.1865
H -1.9742 -5.4130 1.5887
H 0.2075 -0.0249 -6.0625
H -0.1627 0.2426 -3.6266
H -2.4840 5.4355 0.7683
H -3.9312 -4.2958 2.0854
H 4.0340 0.0243 -2.9432
H -2.3296 0.5384 -1.0083
H -1.9011 5.5504 -0.9090
H -0.1378 5.5872 1.2429
H 1.4438 -3.8642 -0.7358
H 1.2263 3.7494 2.2857
H 0.5936 -2.4704 -1.4331
H 1.4243 2.6589 0.8962
H 4.4259 -0.2102 -5.3755
H -4.2686 3.2974 0.3119
H 2.5114 -0.2367 -6.9436
H 1.7567 0.7418 5.0961
H 4.9694 -0.5386 0.3778
H -3.2760 -2.7007 2.4541
H 0.2382 -0.1745 4.9353
H 3.5828 0.0839 3.4873
H -3.5433 -1.1737 0.3405
H -2.7456 -0.5301 1.8008
H -0.9875 -5.0907 -1.2576
H -3.9530 4.3065 -1.1021
*
```


Record 5
Formula: C44H71Br2N3O13
Source: OMol25
Level of theory: ωB97M-V with the def2-TZVPD basis set

E in hartree: -8009.25799
Structure (SMILES): C/C(Br)=C(/Br)[C@@H](C#N)[C@@](C#N)(CC(=O)c1ccccc1)c1ccccn1.COCCOCCOC.COCCOCCOC.COCCOCCOC.COCCOCCOC
Frontier orbital gap in eV: 9.36
HOMO energy in eV: -9.173

Geometry as ORCA input:
```
! wB97M-V def2-TZVPD RIJCOSX def2/J DEFGRID3
* xyz 0 1
Br 2.6299 -0.7541 -7.0103
Br 4.3433 -1.5792 -4.3271
O -0.4722 -0.3590 -7.6526
O 8.5745 -6.2377 5.9195
O 4.9823 -3.6541 2.1053
O -4.7032 6.9617 1.9724
O -9.2972 3.4924 0.7946
O 8.2702 -7.2663 2.8033
O 10.6221 -8.0611 4.5659
O 2.7109 -2.2425 0.1431
O -8.3856 3.1655 3.6916
O -5.3091 6.1544 -0.9009
O -2.7591 4.9221 0.8129
O -10.7409 1.2699 2.3103
O 2.5937 -5.1759 0.9635
N 1.2624 4.9434 -6.5478
N 3.5496 2.5358 -8.4235
N 1.4850 1.8761 -3.5734
C 8.0355 -6.6295 7.1633
C -8.7613 4.3740 3.0503
C 10.6216 -6.6460 4.6640
C 9.9819 -6.0693 5.9092
C 1.2267 2.4008 -5.9481
C -10.1477 1.1694 1.0283
C -3.0250 0.1122 -3.9951
C 8.7691 -8.5780 2.9986
C 0.6887 2.3976 -4.4992
C -2.4239 0.4934 -5.1871
C 3.9037 -5.0547 0.4319
C 0.2635 1.7729 -7.0009
C 5.0166 -4.9089 1.4478
C 4.4265 1.1500 -3.6555
C 2.6313 -1.9551 -1.2361
C -5.2214 7.4768 -0.3971
C 3.2528 2.3410 -7.3454
C 3.1329 0.5651 -5.7435
C -6.9976 3.0278 3.8948
C -12.1523 1.2563 2.3114
C 0.9838 1.8970 -2.3309
C -8.9752 2.1127 0.8630
C 1.2482 3.8360 -6.2915
C 2.7352 1.9914 -6.0187
C -2.3438 -0.6753 -3.0733
C -4.2667 7.5836 0.7737
C -1.3795 5.1995 0.9143
C -6.6207 5.7272 -1.2113
C -9.7788 4.1590 1.9515
C -1.0453 -1.0824 -3.3608
C -1.1256 0.0815 -5.4722
C 1.9871 -4.0610 1.5941
C -0.4227 0.4361 -6.7480
C -0.4368 -0.7006 -4.5501
C -0.5586 2.9437 -4.2581
C 5.2172 -3.7167 3.4973
C 9.4006 -8.7519 4.3627
C -1.0645 2.9241 -2.9749
C -0.2560 2.3790 -1.9886
C 8.5597 -6.6994 1.5448
C 1.5899 -2.9267 0.6740
C -4.7707 5.5478 2.0333
C 3.8734 0.2225 -4.6890
C -3.4412 4.8250 2.0515
H 9.5692 -6.9511 1.2050
H -6.6804 3.5574 4.8002
H 4.7352 -4.5896 3.9478
H 2.5891 -3.6987 2.4291
H -8.2067 1.9203 1.6143
H 4.6472 2.1365 -4.0396
H -12.4863 1.7283 3.2354
H 11.6796 -6.3740 4.6967
H -1.1305 3.3809 -5.0596
H 7.0739 -7.1058 6.9714
H -2.0371 3.3233 -2.7423
H -2.9394 1.1064 -5.9111
H 5.9751 -4.9783 0.9172
H 2.1811 -2.7810 -1.7974
H -6.4335 3.3988 3.0342
H 4.0758 -5.9972 -0.0942
H 3.6419 -1.8104 -1.6031
H 2.0548 -1.0368 -1.4117
H 10.1939 -4.9923 5.9275
H -9.2038 5.0350 3.8067
H -3.2628 7.2573 0.4969
H -0.5921 2.3346 -0.9663
H -6.6282 4.6375 -1.1906
H 0.5759 -1.0317 -4.7287
H -10.8810 1.3628 0.2383
H -7.8858 4.8846 2.6337
H -0.5310 -1.6980 -2.6386
H -4.1886 8.6442 1.0249
H -6.7774 1.9665 4.0116
H 8.4999 -5.6159 1.6510
H 8.6846 -8.5358 5.1574
H 1.0621 -4.4561 2.0226
H -3.6310 3.7618 2.2528
H 0.7670 1.6967 -7.9579
H -1.0616 5.6397 -0.0312
H -10.6838 3.6869 2.3367
H 10.2121 -6.1848 3.7634
H 4.7846 -2.8216 3.9453
H -2.8294 -0.9692 -2.1575
H 4.9626 -5.7338 2.1658
H -5.2590 5.3362 2.9876
H 5.3661 0.7361 -3.3038
H 8.6783 -7.3557 7.6706
H -7.3467 6.0816 -0.4736
H -0.8110 4.2783 1.0852
H 9.4973 -8.8402 2.2238
H -8.5230 1.8882 -0.1067
H 10.4394 -6.5239 6.7942
H 7.9277 -9.2788 2.9174
H -12.5371 0.2317 2.2804
H -6.9188 6.0636 -2.2098
H 1.6186 1.5002 -1.5484
H 3.9543 -4.2674 -0.3228
H 7.8278 -7.0231 0.7964
H -12.5615 1.8267 1.4716
H 9.6626 -9.8090 4.4559
H 3.7596 1.1824 -2.8021
H 0.9940 -2.2074 1.2525
H 7.8760 -5.7638 7.8150
H 6.2893 -3.7397 3.7171
H -0.5352 2.4955 -7.1574
H -4.0339 0.4426 -3.7970
H -1.1628 5.9171 1.7112
H -9.7739 0.1442 0.9066
H -5.4268 5.1517 1.2550
H -2.8259 5.2149 2.8690
H 3.2511 2.6418 -5.3252
H 0.9543 -3.3179 -0.1283
H -10.0698 5.1509 1.5957
H -6.2062 7.8464 -0.0927
H -4.8451 8.1232 -1.2006
*
```


| no. | strongest force on any atom (eV/A) |
| --- | --- |
| 1 | 3.14 |
| 2 | 0.45 |
| 3 | 5.16 |
| 4 | 1.41 |
| 5 | 1.62 |